13
Properties=species:S:1:pos:R:3:forces:R:3 method="wB97M-V/def2-TZVPD" homo_ha=-0.3545 max_force_ha_per_bohr=0.1501 de_lowest_kj_mol=337.35
C 0.27974 0.13762 0.83939 1.8 4.9 0.0
C -0.39483 -1.03254 0.47181 -2.4 -5.3 1.6
C 1.43749 -0.35730 0.02078 0.1 -1.1 0.7
C -1.51763 -0.69078 -0.37222 -3.4 0.7 -4.0
H -1.33654 1.89698 0.27959 0.4 -0.1 -0.1
H 0.44569 0.30995 1.84869 0.4 0.5 1.8
H -0.62750 -1.81334 1.27557 -0.2 1.4 -0.7
H 0.85564 -2.32890 -0.48734 1.9 -7.1 -2.3
H -1.14015 -0.84039 -1.52343 -1.2 0.3 2.0
N 0.72816 -1.46961 -0.28251 -1.5 5.3 1.0
O 2.49183 0.04336 -0.28233 2.4 0.8 -0.6
O -2.62395 -0.22770 -0.09993 2.5 -1.4 -0.1
S -0.06661 1.63723 -0.13225 -0.7 0.9 0.4

***

6
Properties=species:S:1:pos:R:3:forces:R:3 method="wB97M-V/def2-TZVPD" homo_ha=-0.3014 max_force_ha_per_bohr=0.0586 smiles="C1=P[SiH2]1" de_lowest_kj_mol=51.54
C 0.58107 -0.91087 -0.04769 -0.2 3.0 0.1
Si -0.64630 0.54130 -0.02831 2.3 -0.4 0.0
P 1.79377 0.26252 -0.02402 -2.5 -0.1 -0.4
H 0.63204 -1.94580 0.01291 -0.1 -1.8 0.0
H -1.47687 0.98034 -1.31133 0.9 -0.4 1.6
H -0.88370 1.07251 1.39845 -0.4 -0.3 -1.3

***

21
Properties=species:S:1:pos:R:3:forces:R:3 method="wB97M-V/def2-TZVPD" homo_ha=-0.1987 max_force_ha_per_bohr=0.0843 de_lowest_kj_mol=111.12 total_charge=-1
C -0.69846 0.26131 0.18384 1.5 -0.2 0.3
C 0.53167 1.19218 0.07745 0.7 1.4 1.1
C -0.57132 -0.99867 -0.67505 0.7 -1.6 -2.3
C 1.69068 0.43837 0.75615 2.3 -1.4 -2.7
C -0.37983 -2.33243 0.05972 0.5 0.4 1.1
C 2.84253 -0.15173 0.21198 -2.9 3.1 1.0
O 1.94663 -2.33438 -0.91352 0.3 0.1 -0.3
O 1.19849 -4.34999 0.23263 -0.1 0.4 -0.3
O 0.34464 -3.83151 -1.97832 -0.5 0.0 -1.2
S 0.88828 -3.31558 -0.75728 0.5 -1.8 1.3
Br -2.08474 -3.23223 0.25136 -0.1 -0.3 0.2
Br 3.95894 -1.08831 1.33650 0.5 -0.7 0.5
Br 3.66985 0.34430 -1.44471 -0.7 -0.2 0.4
H -0.56165 -0.07595 1.23464 -1.2 0.2 -0.4
H -1.65181 0.76462 -0.02131 0.3 0.0 0.4
H 0.75229 1.56753 -0.93996 0.0 -0.5 0.4
H 0.37115 2.15918 0.72040 0.1 -1.6 -1.0
H -1.46778 -1.10129 -1.31333 0.2 0.0 0.5
H 0.27160 -1.18098 -1.49352 -1.3 1.9 1.7
H 1.47747 0.06521 1.74487 -0.1 0.1 0.3
H 0.10876 -2.33547 1.08216 -0.9 0.6 -0.9

***

79
Properties=species:S:1:pos:R:3:forces:R:3 method="wB97M-V/def2-TZVPD" homo_ha="-0.5127 / -0.5120" max_force_ha_per_bohr=0.0355 total_charge=+2
Pb -0.44855 0.14227 -0.07920 -0.3 -0.2 0.7
C 0.57650 -2.70329 1.50634 0.0 -0.2 -0.1
C 1.70911 -1.85559 1.64299 0.2 -0.4 -0.5
C 0.03423 -1.05670 3.01299 0.0 0.2 0.2
C -0.44328 -2.24256 2.38674 -0.2 -0.4 0.2
C 1.37848 -0.83975 2.57968 0.0 0.5 0.4
C 0.47210 -3.86809 0.60807 -0.2 -0.2 -0.5
H 1.03658 -3.71442 -0.32283 0.0 -0.1 0.3
H -0.57298 -4.06729 0.33701 0.3 0.0 0.1
H 0.86944 -4.77844 1.08091 -0.1 0.2 0.0
C -1.73333 -2.89959 2.64416 -0.1 -0.2 -0.2
H -1.93246 -3.70513 1.93456 0.1 0.0 0.1
H -2.56963 -2.18148 2.58483 0.2 0.0 0.1
H -1.75623 -3.34415 3.64937 0.1 0.2 0.0
C -0.73912 -0.20008 3.93387 -0.3 0.4 0.0
H -0.56350 -0.46879 4.98486 0.0 0.0 -0.1
H -1.81677 -0.27877 3.74323 0.2 -0.1 0.1
H -0.45163 0.85531 3.82433 0.0 -0.3 0.1
C 2.26916 0.25821 3.01713 0.1 0.4 0.0
H 2.94932 -0.06287 3.82414 -0.2 0.0 -0.2
H 1.69473 1.11059 3.40282 0.2 -0.2 0.0
H 2.89644 0.61766 2.18908 -0.1 -0.1 0.2
C 2.96910 -2.00959 0.88060 0.4 0.1 -0.1
H 3.59419 -2.83336 1.27001 -0.3 0.2 -0.1
H 3.57869 -1.10192 0.91324 -0.2 -0.3 0.1
H 2.75833 -2.23376 -0.17658 0.1 0.0 0.3
C 1.28666 0.52166 -2.92280 0.4 -0.6 0.0
C 1.93280 -0.59927 -2.56272 -0.4 0.4 -0.2
C 3.40260 -0.82247 -2.76212 0.4 -0.6 0.0
C 4.39838 -0.03805 -1.84158 0.6 -0.3 0.1
C 3.80269 0.90640 -0.83551 -0.1 0.5 -0.1
C 3.13332 2.01178 -1.18441 0.2 -0.3 0.3
C 2.99839 2.46556 -2.60738 0.0 0.5 -0.3
C 1.96347 1.72269 -3.50873 -0.4 0.7 -0.4
H 3.68624 -0.65745 -3.81617 -0.3 0.1 0.4
H 5.13099 0.47529 -2.49068 -0.3 0.0 0.3
H 3.58900 -1.89797 -2.58997 0.0 0.4 -0.2
H 2.43006 1.49693 -4.48523 -0.1 -0.2 0.5
H 0.19567 0.61562 -2.88967 0.0 -0.4 0.2
H 1.40608 -1.46778 -2.15531 -0.3 0.3 -0.1
H 1.16734 2.44408 -3.75322 0.3 -0.2 0.0
H 2.69946 3.52531 -2.58511 0.2 -0.3 -0.1
H 2.71310 2.67654 -0.42214 0.3 -0.3 -0.2
H 3.97828 2.44024 -3.11549 -0.3 -0.1 0.4
H 4.98852 -0.78134 -1.28078 -0.1 0.2 -0.3
H 4.02783 0.69184 0.21288 -0.3 0.2 -0.3
P -2.09030 -1.56941 -1.71414 -1.1 0.0 -0.6
C -3.28244 -2.65689 -0.84864 0.1 0.0 0.4
H -4.10388 -2.90184 -1.53664 0.2 0.0 0.2
H -3.69080 -2.16386 0.04766 0.1 -0.2 -0.3
H -2.79214 -3.58938 -0.53268 -0.2 0.2 -0.1
C -3.22085 -0.43236 -2.59325 0.0 0.2 0.0
H -3.98249 -0.99887 -3.14792 0.2 0.1 0.1
H -2.64636 0.17850 -3.30344 -0.2 -0.1 0.1
H -3.71854 0.23521 -1.87333 0.2 -0.2 -0.2
C -1.45627 -2.64119 -3.05065 0.3 0.1 0.0
H -0.82990 -2.04520 -3.73191 -0.2 -0.2 0.2
H -2.29223 -3.08432 -3.61188 0.2 0.1 0.2
H -0.84178 -3.44088 -2.61025 -0.2 0.2 -0.2
P -0.62285 2.86436 0.80585 -0.1 0.8 -0.6
C 0.84067 3.64294 1.57877 0.0 -0.3 0.4
H 0.85689 4.70596 1.30369 0.1 -0.2 0.2
H 1.74861 3.14859 1.20869 -0.2 0.3 0.2
H 0.79507 3.53950 2.67468 0.1 0.1 -0.4
C -0.67450 3.81432 -0.76412 0.0 -0.1 0.0
H 0.32817 3.85395 -1.22046 -0.4 0.0 0.1
H -1.01954 4.83576 -0.53976 0.1 -0.3 -0.2
H -1.37156 3.32591 -1.45765 0.1 0.3 0.1
C -2.06633 3.49728 1.71122 0.0 -0.3 0.2
H -1.90899 4.54991 1.98029 -0.1 -0.2 -0.1
H -2.19702 2.89352 2.62007 -0.1 0.3 -0.2
H -2.96857 3.38725 1.09278 0.3 0.0 0.2
Cl -5.16145 1.98649 2.79792 0.1 -0.1 -0.4
C -5.03011 0.95561 1.34497 0.1 -0.2 0.0
Cl -5.07638 1.88208 -0.17143 -0.2 0.1 0.2
C -3.73955 0.10841 1.45341 -0.5 -1.1 0.5
O -3.88527 -0.90400 2.16738 0.7 1.4 -1.0
O -2.70687 0.49146 0.78967 0.5 -0.4 0.2
H -5.88224 0.26321 1.35484 0.3 0.4 0.0

***

9
Properties=species:S:1:pos:R:3:forces:R:3 method="wB97M-V/def2-TZVPD" homo_ha=-0.3578 max_force_ha_per_bohr=0.0659 smiles="O=CN(S)[N+](=O)[O-]" de_lowest_kj_mol=376.08
C -0.46451 -1.42157 0.17198 2.1 0.6 0.1
N 0.24061 -0.16554 -0.10820 0.3 0.6 -0.6
N -0.04783 0.97439 0.70634 -2.0 -2.7 -0.3
O -0.74563 0.71053 1.66072 0.2 0.2 0.7
O -0.02830 -2.46507 -0.20008 -0.4 0.3 -0.6
O 0.33525 2.02977 0.36537 1.1 1.7 -0.6
S 0.73523 0.13030 -1.78424 0.6 1.3 0.3
H -1.24499 -1.27442 0.87160 -1.1 0.1 0.6
H 1.22016 1.48162 -1.68350 -0.7 -2.0 0.4

***

67
Properties=species:S:1:pos:R:3:forces:R:3 method="wB97M-V/def2-TZVPD" homo_ha=-0.2467 max_force_ha_per_bohr=0.0411 smiles="CCOC(=O)C(C)(C(=O)OCC)C(c1ccc2c(c1)CCN2C)c1ccc2c(c1)CCN2C" de_lowest_kj_mol=0.00
C -3.78227 -0.96040 4.22821 -0.3 0.0 0.0
C -2.44111 -1.21793 3.57756 0.0 0.4 -0.1
O -1.80653 0.07797 3.35447 0.2 -0.8 -0.2
C -0.78302 0.07908 2.47196 0.4 -0.9 -1.2
C 0.02913 1.38876 2.49740 0.3 -1.3 1.3
C -0.43382 2.19737 3.72135 0.1 0.6 0.4
C 1.47491 1.01778 2.91208 1.6 1.3 -0.1
O 2.35414 1.86014 3.09827 -1.7 -1.2 -0.2
O 1.71939 -0.27714 3.13689 0.4 0.3 0.2
C 3.09068 -0.47380 3.57237 0.2 -0.3 0.1
C 3.27751 -1.92300 3.92072 0.1 -0.4 0.0
O -0.53139 -0.83974 1.71182 -0.4 0.9 1.3
H -4.23797 -1.92209 4.48715 0.0 0.1 0.0
H -3.69472 -0.36844 5.14947 0.1 -0.1 -0.3
H -4.46697 -0.44525 3.54069 0.2 -0.1 0.2
H -1.79156 -1.80079 4.24802 -0.1 0.1 -0.4
H -2.54987 -1.72730 2.61276 0.1 0.0 0.3
H 0.16960 3.10357 3.86413 -0.1 -0.4 -0.2
H -1.48909 2.49593 3.65814 0.3 -0.2 -0.1
H -0.29234 1.56201 4.60436 -0.2 0.3 -0.1
H 3.76103 -0.18474 2.75168 -0.2 0.1 0.3
H 3.30691 0.15660 4.44528 -0.2 0.0 -0.4
H 4.29298 -2.06464 4.30114 -0.1 0.0 0.0
H 2.58822 -2.25365 4.70095 0.0 0.1 -0.1
H 3.16435 -2.56786 3.04675 -0.1 0.0 0.1
C 4.81926 6.74466 1.11177 -0.2 0.0 0.2
N 3.46108 6.54832 1.53760 0.6 0.5 -0.4
C 2.77636 7.49815 2.39021 0.0 0.0 0.0
C 1.39597 6.85313 2.64626 -0.3 0.7 0.5
C 1.44585 5.57008 1.90169 0.5 -1.0 -0.6
C 2.71132 5.43962 1.29537 -0.3 -0.7 0.3
C 3.10272 4.27081 0.62725 -0.1 0.4 0.3
C 2.23329 3.19288 0.66730 -0.6 0.3 -0.1
C 0.94179 3.33455 1.19796 -0.3 -0.3 -0.3
C -0.07323 2.19501 1.19474 -0.5 1.1 -0.8
C -0.24732 1.48243 -0.16318 -0.1 0.6 -0.5
C -1.39022 0.68511 -0.37917 0.0 -0.2 -0.5
C -1.61640 0.09481 -1.60929 0.9 0.8 -0.1
C -0.72872 0.31745 -2.68904 0.3 0.1 0.8
N -1.14104 -0.36900 -3.79165 0.0 -0.3 -0.8
C -0.50773 -0.42478 -5.08538 -0.1 0.0 0.2
C -2.35651 -1.12161 -3.54687 0.0 -0.1 0.1
C -2.72122 -0.78259 -2.08113 -0.7 -0.5 -0.1
C 0.35801 1.18117 -2.53595 -0.8 -0.2 -0.1
C 0.50431 1.82185 -1.30847 0.0 -0.3 0.6
C 0.53523 4.53920 1.78538 0.3 0.2 -0.2
H 5.00778 6.18236 0.19106 0.0 0.2 0.1
H 4.97343 7.81301 0.92382 0.1 -0.2 -0.1
H 5.54794 6.42207 1.87238 0.0 0.0 -0.1
H 3.32971 7.65133 3.32616 0.0 0.0 -0.1
H 2.69781 8.46736 1.88696 0.0 0.1 0.1
H 1.25968 6.68007 3.72139 -0.1 0.0 -0.2
H 0.58090 7.49877 2.30540 0.1 0.0 0.1
H 4.06024 4.21470 0.11880 -0.1 -0.1 0.2
H 2.52582 2.25251 0.20206 0.0 0.2 0.3
H -1.03802 2.70741 1.33489 0.1 -0.1 0.0
H -2.14187 0.55351 0.39882 0.2 0.0 -0.1
H 0.27748 0.33212 -5.15892 -0.2 -0.1 0.0
H -0.06595 -1.41427 -5.28611 0.0 0.2 0.1
H -1.25405 -0.24283 -5.87222 0.2 0.1 0.1
H -3.13916 -0.82127 -4.25958 0.1 0.0 0.1
H -2.19248 -2.20065 -3.68735 0.0 0.1 0.0
H -2.78609 -1.69279 -1.47760 -0.1 0.1 0.0
H -3.69189 -0.27493 -2.04532 0.1 -0.1 0.1
H 1.00928 1.40947 -3.37253 0.0 0.1 0.1
H 1.21136 2.64004 -1.27075 0.1 -0.3 0.1
H -0.49131 4.65642 2.14962 0.4 -0.1 0.0

***

81
Properties=species:S:1:pos:R:3:forces:R:3 method="wB97M-V/def2-TZVPD" homo_ha=-0.1432 max_force_ha_per_bohr=0.0370 de_lowest_kj_mol=88.51 total_charge=-1
Sr -0.04730 0.04482 0.25549 0.5 -0.4 -0.2
C -3.33424 2.76858 -1.26823 0.0 0.0 0.1
P -2.96134 1.07029 -0.67159 0.2 -0.1 -0.1
C -4.34913 0.80133 0.49567 0.0 0.0 0.0
C -3.52851 0.14678 -2.15866 -0.1 0.1 0.0
C -3.66540 -1.36605 -2.01280 0.0 0.0 0.0
P -2.08333 -2.30518 -1.73095 0.0 -0.1 -0.1
C -2.03533 -2.31645 0.04838 -0.1 0.4 -0.2
C -2.79518 -3.95454 -2.24499 0.0 0.0 0.1
H -4.35023 2.84436 -1.66569 0.0 0.0 0.0
H -2.62514 3.02607 -2.05778 0.0 0.0 0.0
H -3.21130 3.48622 -0.45502 0.0 0.0 0.0
H -5.32267 0.92369 0.01281 0.0 0.0 0.0
H -4.26533 1.50808 1.32298 0.0 0.0 0.0
H -4.26844 -0.21047 0.89587 0.0 0.0 0.0
H -2.79043 0.37217 -2.93562 0.0 0.0 0.0
H -4.48413 0.58855 -2.47232 0.0 0.0 0.0
H -4.10830 -1.75529 -2.93480 0.0 0.0 0.0
H -4.36082 -1.61833 -1.20133 0.0 0.0 0.0
H -3.00295 -2.62339 0.47142 0.1 -0.1 0.1
H -1.71634 -1.25573 1.44782 -0.2 -0.4 0.6
H -1.22755 -2.94472 0.43582 0.0 -0.1 0.0
H -3.72283 -4.16578 -1.70026 0.0 0.0 0.0
H -2.07233 -4.73787 -2.00882 0.0 0.0 0.0
H -2.99128 -3.98497 -3.32037 0.0 0.0 0.0
O 1.22873 2.32112 -0.56514 0.0 -1.3 -1.4
N 0.73777 2.93136 -1.65564 0.0 0.0 0.0
C 0.77083 4.28240 -1.69922 0.1 0.1 0.0
C 0.30080 5.01110 -2.75096 0.0 0.0 0.0
C -0.21938 4.30616 -3.85050 0.0 0.0 0.0
C -0.21438 2.94400 -3.82427 0.0 0.1 0.0
C 0.27350 2.18121 -2.72111 0.0 -0.2 0.1
S 0.28949 0.50158 -2.73902 -0.1 0.2 0.0
H 1.23152 4.75147 -0.84400 0.0 0.0 -0.2
H 0.34922 6.08922 -2.71748 0.0 0.0 0.0
H -0.60907 4.83266 -4.71214 0.0 0.0 0.0
H -0.59012 2.36528 -4.65586 0.0 0.0 0.0
N 2.80129 -7.95087 1.04998 0.0 0.0 0.0
C 2.83903 -6.64879 0.51933 0.0 0.0 0.0
C 1.65385 -5.96269 0.25403 0.0 0.0 0.0
C 1.68973 -4.66925 -0.23366 0.0 0.0 0.0
C 2.91049 -4.04362 -0.45042 0.0 0.0 0.0
C 4.09105 -4.70985 -0.17808 0.0 0.0 0.0
C 4.05718 -6.01067 0.30107 0.0 0.0 0.0
S 2.91700 -2.38916 -1.09149 0.0 -0.1 0.1
O 4.29473 -2.01078 -1.29401 0.0 0.0 0.0
O 2.03654 -2.40081 -2.22793 0.0 0.0 0.0
N 2.18785 -1.50853 0.04202 0.0 0.3 -0.1
C 2.79565 -1.24664 1.20884 -0.1 -0.1 0.0
N 3.89517 -1.91266 1.63713 -0.1 0.0 0.0
C 4.34254 -1.62104 2.84069 0.0 0.0 0.1
C 3.74547 -0.69082 3.68389 0.0 0.0 0.0
C 2.63537 -0.05216 3.15929 0.0 0.0 0.0
N 2.16970 -0.28311 1.94735 0.0 0.0 0.0
H 1.95747 -8.45215 0.81822 0.0 0.0 0.0
H 3.61607 -8.49995 0.82314 0.0 0.0 0.0
H 0.70026 -6.44840 0.42925 0.0 0.0 0.0
H 0.76984 -4.14118 -0.45592 0.0 0.0 0.0
H 5.02812 -4.19361 -0.33730 0.0 0.0 0.0
H 4.98181 -6.53505 0.51773 0.0 0.0 0.0
H 5.22548 -2.16903 3.16206 0.0 0.0 0.0
H 4.11388 -0.48698 4.67838 0.0 0.0 0.0
H 2.08954 0.67798 3.75108 0.0 0.1 0.0
N -1.90097 1.22168 4.53498 0.0 -0.1 -0.1
C -0.76029 2.13706 4.55617 0.0 0.0 -0.1
P -0.61099 2.90513 2.90665 0.5 0.6 0.0
O -1.55183 4.04856 2.74261 -0.2 -0.1 0.1
O -0.45074 1.86706 1.84333 -0.6 -0.6 -0.1
C 1.10329 3.61827 2.79128 0.1 0.2 0.0
N 1.26370 3.76627 1.31027 0.2 0.7 1.8
H -2.75917 1.72392 4.34087 0.0 0.0 0.0
H -2.01080 0.74404 5.41936 0.0 0.0 0.0
H -1.50045 -0.33614 2.82857 -0.2 -0.1 -0.2
H 0.15046 1.56416 4.74512 0.0 0.0 0.0
H -0.83545 2.92826 5.31220 0.1 0.0 0.0
H 1.87791 2.93605 3.13207 0.0 0.0 0.1
H 1.21020 4.59418 3.26348 0.0 0.0 0.1
H 2.14039 4.21752 1.06239 0.0 0.0 0.0
H 0.48624 4.33921 0.96673 0.1 -0.2 0.0
H 1.21654 2.83008 0.74149 -0.3 0.9 -0.5
O -1.17139 -1.07924 2.29697 0.1 0.3 0.1